28
Properties=species:S:1:pos:R:3 method="wB97M-V/def2-TZVPD" homo_lumo_gap_ev="5.5 / 5.5" homo_energy_ev="-9.423 / -9.425" charge=+1 e_lumo_ev="-3.879 / -3.899"
Hf -0.75 -0.35 -0.38
P -0.25 2.23 0.14
N -0.32 -0.97 1.74
N 1.93 -1.69 1.64
C 0.50 -0.04 -2.10
C -0.14 -1.17 4.58
C -0.68 -0.84 -2.54
C -1.34 -0.55 2.56
C 0.83 -1.38 2.34
C 0.91 -1.51 3.75
C -0.74 -2.05 -1.70
C 0.48 -2.07 -0.84
C 1.23 -0.85 -1.01
C -1.28 -0.66 3.94
H 2.79 -1.91 2.15
H -1.60 -2.74 -1.62
H -2.23 -0.11 2.09
H 0.87 2.67 0.92
H -2.13 -0.37 4.53
H 2.27 -0.53 -0.74
H -0.08 -1.32 5.66
H -1.18 2.86 1.02
H 0.74 1.02 -2.35
H -1.32 -0.65 -3.38
H 2.01 -1.46 0.63
H -0.24 3.33 -0.77
H 1.85 -1.86 4.12
H 0.55 -2.98 -0.22


111
Properties=species:S:1:pos:R:3 method="wB97M-V/def2-TZVPD" homo_lumo_gap_ev=7.4 homo_energy_ev=-12.786 charge=+2 e_lumo_ev=-5.409 relative_energy_ev=1.228
Lu 1.61 1.21 -0.68
P -1.64 -1.04 2.18
N 7.64 -3.27 -1.81
N -0.70 -1.92 -2.82
N -0.52 2.54 -0.58
N 2.12 3.53 -0.26
N 2.02 1.69 1.82
N -5.59 -4.33 -6.76
N 1.77 2.43 -2.71
N 0.53 -0.61 -1.55
C 0.88 -2.34 2.53
C -0.41 -2.07 3.13
C 2.69 4.24 -1.46
C 1.73 1.36 4.21
C -2.71 4.21 -1.04
C 5.34 -0.83 -2.38
C 2.08 3.73 -2.76
C 0.35 -3.20 5.13
C -1.70 0.75 4.26
C 1.24 2.58 -5.06
C 3.16 3.53 0.84
C -2.65 -2.47 -5.89
C 1.64 -3.36 4.60
C 5.71 -1.66 -1.33
C 1.42 1.85 -3.87
C -3.18 -3.57 2.37
C -2.59 -2.52 1.38
C 3.59 0.19 -1.07
C -1.59 -3.28 0.49
C 1.94 4.50 -3.90
C -2.76 -3.14 -3.11
C -3.65 -3.31 -5.38
C -2.72 -0.08 3.42
C 0.93 4.35 0.06
C 6.77 -2.59 -1.52
C -3.53 0.86 2.53
C 4.98 -1.57 -0.13
C -1.65 -2.04 -5.03
C 2.74 2.80 2.05
C -1.74 2.03 -0.77
C -3.71 -3.58 -4.02
C 1.86 -3.01 3.26
C -0.62 -2.53 4.44
C 3.99 -0.62 -0.01
C 1.47 3.93 -5.07
C -2.85 2.82 -0.97
C -3.67 -0.81 4.36
C 1.18 -1.80 -1.72
C 0.43 -2.60 -2.51
C -1.74 -2.37 -3.68
C 2.48 2.47 4.41
C -1.46 4.76 -0.80
C 3.01 3.20 3.35
C -0.66 -0.77 -2.19
C -4.75 -3.83 -6.21
C 4.32 0.05 -2.24
C -3.64 -1.96 0.45
C -0.38 3.86 -0.52
C 1.50 1.00 2.90
H 4.09 0.69 -3.12
H 0.25 -3.40 6.21
H -3.81 2.37 -0.99
H 0.83 1.98 -5.90
H 3.75 3.89 -1.52
H -1.32 5.82 -0.69
H -2.74 -3.40 -2.00
H 2.21 5.51 -3.76
H -4.23 0.36 1.88
H -2.33 1.34 4.96
H 1.21 0.85 4.98
H 1.13 5.37 -0.13
H -2.55 -3.72 3.24
H -0.77 -1.45 -5.49
H -0.93 -3.87 1.03
H -4.20 -0.04 4.90
H -1.17 -2.50 -0.21
H -4.29 -1.25 1.08
H -1.39 -0.01 -2.36
H -2.17 -4.05 -0.08
H 2.81 -3.12 2.77
H 2.20 -2.03 -1.33
H -4.33 -2.67 -0.04
H -3.34 -1.32 -0.40
H -1.10 1.33 3.65
H 0.84 4.35 1.20
H 0.69 -3.52 -3.01
H -4.52 -4.07 -3.59
H -2.63 -2.16 -6.96
H -4.19 -3.39 2.70
H -1.92 0.97 -0.64
H -3.18 -1.38 5.17
H -3.14 -4.46 1.75
H 2.73 5.31 -1.34
H 0.79 0.13 2.61
H -3.56 4.85 -1.32
H 3.44 -0.58 0.92
H 2.55 2.90 5.41
H -1.17 0.02 4.81
H 2.41 -3.81 5.21
H -1.61 -2.41 4.89
H -2.88 1.52 1.99
H 1.01 -2.11 1.46
H -4.31 1.40 3.12
H 3.49 4.51 1.00
H 1.26 0.76 -3.80
H 3.57 4.08 3.55
H 1.32 4.47 -5.96
H 5.93 -0.73 -3.25
H 4.05 2.99 0.43
H -4.35 -1.52 3.86
H 5.26 -2.15 0.71


125
Properties=species:S:1:pos:R:3 method="wB97M-V/def2-TZVPD" homo_lumo_gap_ev=8.5 homo_energy_ev=-9.619 e_lumo_ev=-1.163
Br -5.47 -5.15 -2.47
Cl 1.15 -2.91 -5.49
Cl -1.95 -3.07 -5.72
S -7.18 4.49 3.57
F 0.99 1.99 2.62
F 2.05 6.60 6.21
F 0.66 3.48 4.19
F 7.40 -3.82 -4.23
F 1.53 0.10 6.05
F 4.98 -0.07 2.92
F 3.58 -5.19 -5.02
F 0.52 3.83 0.70
F 5.71 -1.59 5.22
F 4.81 -3.40 -4.82
F 2.70 0.72 4.30
F 0.57 8.04 4.43
F -0.11 6.00 4.69
F 8.62 -1.83 -6.84
F 1.25 -1.51 3.93
F 8.43 -1.89 -4.13
F 3.38 -1.99 3.92
F 2.21 4.33 2.00
F 7.06 -0.74 3.04
F 7.15 -0.03 5.67
F 6.10 -5.70 -5.84
F 2.64 5.22 4.62
F 6.58 -1.82 -6.10
F 4.60 -5.73 -7.43
O 7.45 -3.68 -7.04
O 0.99 6.62 2.82
O -5.85 -1.91 0.28
O -4.41 -6.25 -0.23
O -1.60 1.67 0.89
O -7.80 4.59 2.29
O -7.03 5.69 4.31
O -4.51 1.47 -2.88
O -8.01 3.45 4.45
O 5.03 0.51 5.67
N -0.47 -0.01 -0.22
C -3.87 -3.96 -0.26
C -2.14 -2.19 -3.18
C -5.27 0.52 1.73
C -5.56 3.72 3.41
C 5.97 -0.28 5.07
C 0.25 5.65 2.10
C -1.91 -4.57 -2.40
C 4.24 -4.24 -5.71
C 3.85 -0.03 6.23
C 0.86 4.25 1.95
C 5.30 -4.92 -6.59
C 8.25 -3.00 -4.88
C 2.22 6.48 4.88
C 0.88 6.75 4.18
C -4.90 0.22 0.31
C -4.23 0.75 -1.96
C -5.39 3.08 2.04
C 7.68 -2.59 -6.24
C -4.00 -1.59 -1.20
C -1.89 -0.53 1.68
C -2.54 -3.20 -2.27
C -1.31 0.50 0.76
C -2.65 -0.87 -3.12
C 6.16 -4.01 -7.49
C -3.48 -2.90 -1.26
C 0.36 3.16 2.91
C 0.67 -0.74 0.42
C 0.01 1.02 -1.15
C 2.63 -0.19 5.29
C -3.60 -0.61 -2.11
C 0.14 -2.51 -4.16
C 0.85 -2.17 -2.90
C -1.18 -2.54 -4.25
C 2.37 -1.57 4.70
C -4.51 1.15 -0.57
C -5.00 -1.18 -0.16
C -1.10 1.47 -2.11
C -0.97 1.02 -3.58
C -6.17 1.76 1.86
C -4.48 -5.23 -0.80
C -2.17 0.17 -4.09
C 6.15 0.09 3.59
H 1.69 -1.52 -3.09
H 5.60 -3.13 -7.83
H 1.52 -0.74 -0.25
H -1.96 -5.08 -1.44
H 4.04 -0.94 6.79
H -0.71 3.00 2.82
H -6.82 1.81 0.99
H 0.17 -1.65 -2.24
H -0.97 1.92 -4.18
H -1.15 -0.88 2.39
H 9.21 -3.51 -5.01
H 0.38 -1.76 0.65
H 6.48 1.12 3.50
H 2.97 7.19 4.54
H -1.10 2.56 -2.08
H -4.86 4.54 3.50
H 0.42 1.87 -0.61
H -4.58 -3.60 0.48
H -1.84 -0.36 -4.98
H 3.53 -3.69 -6.32
H -5.67 3.77 1.26
H -0.79 5.60 2.44
H -0.86 -4.49 -2.66
H 1.18 -3.08 -2.39
H 0.22 6.05 1.09
H -4.41 2.20 -0.36
H -2.26 -1.40 1.14
H 2.20 -2.31 5.50
H -2.98 -4.27 0.29
H 3.54 0.72 6.95
H 6.34 -4.61 -8.38
H -4.34 2.86 1.87
H -2.95 0.84 -4.40
H -5.40 2.98 4.19
H -2.46 -5.14 -3.13
H -2.70 -0.10 2.26
H -5.85 -0.33 2.07
H -0.02 0.55 -3.77
H -4.37 0.64 2.32
H 0.83 0.62 -1.72
H -7.62 2.57 4.41
H -2.04 1.16 -1.67
H -6.84 1.64 2.71
H 0.97 -0.27 1.35


111
Properties=species:S:1:pos:R:3 method="wB97M-V/def2-TZVPD" homo_lumo_gap_ev=7.4 homo_energy_ev=-3.393 charge=-2 e_lumo_ev=4.034
O -0.79 -0.88 5.25
O 0.80 -4.71 2.94
O -0.24 -3.90 -1.87
O -4.34 -0.26 4.04
O -1.82 0.94 3.17
O 0.49 -2.95 -6.37
O 4.28 0.38 2.80
O -3.97 2.60 2.24
O 2.75 -3.64 -0.85
O -0.33 -2.81 0.94
O -0.27 4.20 -1.18
O 2.39 4.37 3.65
O -2.92 -4.02 1.99
O -0.86 2.55 1.07
O -3.89 -0.56 -2.12
O 0.48 2.41 -3.28
O -2.20 5.23 1.52
O -1.95 1.47 -2.12
O -0.36 3.49 3.95
O 2.56 0.81 -2.62
O 0.98 -1.16 -0.98
C -3.44 -1.46 -1.11
C -0.57 3.95 -4.77
C 0.16 0.70 0.08
C 2.42 4.68 2.25
C -0.42 -1.57 0.97
C -1.17 -0.94 1.99
C -6.20 -1.43 3.13
C 3.85 -5.27 0.45
C -4.82 -0.84 2.84
C -4.62 -2.21 -0.54
C 4.25 -1.14 0.97
C 2.61 -4.39 0.35
C -0.35 -2.37 -5.35
C 2.87 3.46 1.52
C -0.62 1.34 1.08
C 4.20 2.49 -2.02
C 3.41 -0.47 2.03
C 0.62 3.00 -4.58
C 0.50 -1.52 -4.44
C 0.30 -0.68 -0.03
C -1.24 0.44 2.18
C 3.53 1.19 -1.63
H -0.61 2.62 3.60
H -4.92 -0.09 2.05
H 5.09 2.32 -2.63
H 2.85 -1.15 2.68
H 3.93 -5.91 -0.43
H 0.01 3.62 -1.91
H 1.73 -5.03 0.43
H 1.44 5.02 1.89
H 2.67 3.52 0.45
H -0.47 4.81 -4.12
H 0.59 1.36 -0.66
H 0.56 2.18 -5.30
H -2.15 -3.43 1.96
H 2.93 1.36 -0.73
H 0.42 -3.34 -2.29
H 0.53 -4.06 2.26
H -4.29 2.26 1.40
H -0.82 -3.17 -4.77
H 3.92 3.22 1.72
H 1.02 -0.77 -5.06
H -5.08 -2.89 -1.26
H -3.58 0.30 3.80
H -1.25 1.88 -2.65
H -1.67 -1.54 2.73
H -1.81 4.34 1.42
H -3.18 0.09 -2.27
H 2.12 5.16 4.14
H 0.25 -5.47 2.76
H -1.07 -0.22 4.58
H -3.13 2.12 2.40
H 3.10 5.52 2.08
H -2.72 -2.18 -1.51
H -5.40 -1.52 -0.19
H 4.76 -4.67 0.58
H 2.62 0.12 1.56
H -4.16 -1.65 2.49
H 1.33 1.98 -3.01
H -4.30 -2.80 0.32
H 4.96 -0.41 0.59
H 1.28 -2.12 -3.96
H -1.69 5.77 0.91
H 0.56 3.61 3.67
H 4.24 0.39 -1.43
H 4.83 -1.97 1.39
H -6.84 -0.59 3.43
H -2.60 -4.82 1.55
H 1.51 3.62 -4.66
H 2.58 -3.70 1.20
H -0.30 3.60 -0.41
H -6.17 -2.13 3.97
H 2.02 0.07 -2.25
H 3.74 0.86 3.44
H 3.62 -1.50 0.16
H 3.50 3.13 -2.55
H -0.42 -1.61 4.74
H -1.10 -1.74 -5.83
H -2.99 -0.88 -0.30
H 2.32 2.57 1.86
H -0.45 -3.42 -1.05
H 3.82 -5.93 1.33
H -1.52 1.34 -1.25
H 4.55 3.02 -1.13
H 2.10 -2.91 -0.77
H -0.11 -1.04 -3.68
H -0.57 4.33 -5.80
H -1.51 3.44 -4.57
H -0.09 -3.47 -6.94
H -6.64 -1.93 2.27


38
Properties=species:S:1:pos:R:3 method="wB97M-V/def2-TZVPD" homo_lumo_gap_ev=2.5 homo_energy_ev=-12.382 charge=+1 e_lumo_ev=-9.912 relative_energy_ev=3.097
Cl 10.60 14.51 8.20
Cl 13.62 13.27 7.10
F 16.51 17.13 6.70
F 15.65 18.88 7.66
F 14.95 18.23 5.59
F 14.39 17.00 7.39
N 19.22 18.38 6.91
N 18.08 16.92 4.21
N 14.99 19.37 12.29
N 10.83 19.47 8.12
C 20.34 16.20 7.90
C 11.64 19.88 7.40
C 12.64 20.39 6.43
C 14.41 19.29 11.30
C 13.36 14.35 8.50
C 17.64 15.96 4.57
C 17.06 14.66 5.05
C 19.71 17.42 7.37
C 13.71 19.21 10.02
C 12.26 15.30 8.24
B 15.34 17.83 6.87
Be 17.14 19.31 5.36
H 16.21 14.98 5.65
H 19.64 15.39 7.72
H 14.31 14.82 8.75
H 21.33 16.22 7.43
H 12.44 21.42 6.17
H 17.63 14.15 5.83
H 20.48 16.35 8.97
H 12.43 15.79 7.28
H 16.82 13.96 4.25
H 13.65 20.18 6.81
H 14.01 19.95 9.28
H 12.64 19.90 5.45
H 12.63 19.17 9.98
H 14.09 18.25 9.66
H 13.11 13.73 9.37
H 12.21 16.04 9.03